Entry 1:
A 6-piece molecular cluster, C12H36O6 overall. Source: the Open Molecules 2025 dataset; level of theory: ωB97M-V/def2-TZVPD.

Structure (XYZ):
```
54
Properties=species:S:1:pos:R:3
C -0.231 -0.747 0.050
C 0.853 0.294 -0.112
O 0.443 1.410 0.674
H -1.205 -0.346 -0.232
H -0.150 -1.180 1.047
H -0.167 -1.641 -0.570
H 0.804 0.783 -1.085
H 1.878 0.018 0.139
H -0.364 1.757 0.288
C -1.184 -1.081 -4.127
C -1.097 -1.167 -5.698
O -1.078 -2.535 -6.022
H -0.320 -1.400 -3.544
H -2.071 -1.658 -3.868
H -1.410 -0.083 -3.750
H -0.141 -0.796 -6.065
H -1.890 -0.762 -6.327
H -0.181 -2.875 -5.986
C 4.110 4.922 1.408
C 3.331 3.737 0.776
O 1.965 3.929 0.552
H 5.123 4.584 1.626
H 3.582 5.436 2.211
H 4.181 5.802 0.769
H 3.415 2.881 1.445
H 3.817 3.355 -0.121
H 1.473 3.126 0.369
C 0.339 -6.171 -0.974
C 1.100 -5.091 -0.364
O 2.460 -5.213 -0.607
H -0.717 -5.914 -0.888
H 0.579 -7.157 -0.577
H 0.492 -6.103 -2.051
H 0.835 -4.984 0.688
H 0.754 -4.150 -0.791
H 2.793 -5.881 -0.003
C -2.469 -2.749 2.818
C -1.794 -3.222 4.124
O -0.950 -2.209 4.659
H -2.972 -3.657 2.485
H -1.846 -2.329 2.029
H -3.258 -2.015 2.978
H -1.168 -4.108 4.026
H -2.532 -3.380 4.910
H -1.568 -1.502 4.858
C -2.352 5.037 0.990
C -1.293 6.099 0.754
O -0.255 5.776 1.697
H -3.352 5.319 0.660
H -2.484 5.045 2.072
H -2.004 4.031 0.758
H -1.555 7.139 0.948
H -0.809 5.973 -0.214
H 0.538 5.652 1.170
```

Summary:
Strongest force on any atom in eV/Å: 2.0
Relative energy (zero: lowest compared OMol25 entry of this formula, charge and spin) in eV: 3.7409
M in u: 276.4
Multiplicity: 1
Gap between HOMO and LUMO in Eh: 0.374
SMILES: CCO.CCO.CCO.CCO.CCO.CCO
E_HOMO in eV: -9.761
Total charge: 0

The molecule's Löwdin atomic charges, reported in e, are given here: number 1, C, carries -0.0829; number 2, C, carries -0.2802; number 3, O, carries -0.1057; number 4, H, carries 0.0820; number 5, H, carries 0.0681; number 6, H, carries 0.0584; number 7, H, carries 0.1091; number 8, H, carries 0.1237; number 9, H, carries 0.0812; number 10, C, carries -0.0787; number 11, C, carries -0.2969; number 12, O, carries -0.1020; number 13, H, carries 0.0611; number 14, H, carries 0.0672; number 15, H, carries 0.0560; number 16, H, carries 0.1012; number 17, H, carries 0.1117; number 18, H, carries 0.0817; number 19, C, carries -0.0723; number 20, C, carries -0.3195; number 21, O, carries -0.0872; number 22, H, carries 0.0720; number 23, H, carries 0.0712; number 24, H, carries 0.0615; number 25, H, carries 0.1043; number 26, H, carries 0.1029; number 27, H, carries 0.0445; number 28, C, carries -0.1052; number 29, C, carries -0.3958; number 30, O, carries -0.0489; number 31, H, carries 0.0799; number 32, H, carries 0.0834; number 33, H, carries 0.0827; number 34, H, carries 0.1121; number 35, H, carries 0.1036; number 36, H, carries 0.0888; number 37, C, carries -0.0762; number 38, C, carries -0.3056; number 39, O, carries -0.0945; number 40, H, carries 0.0681; number 41, H, carries 0.0476; number 42, H, carries 0.0706; number 43, H, carries 0.1093; number 44, H, carries 0.1058; number 45, H, carries 0.0753; number 46, C, carries -0.0881; number 47, C, carries -0.2970; number 48, O, carries -0.1092; number 49, H, carries 0.0687; number 50, H, carries 0.0712; number 51, H, carries 0.0643; number 52, H, carries 0.1079; number 53, H, carries 0.1062; number 54, H, carries 0.0421

---

Entry 2:
C12H37BN3O3Ti as an isolated structure. Source: the Open Molecules 2025 dataset; level of theory: ωB97M-V/def2-TZVPD.

Structure (XYZ):
```
57
Properties=species:S:1:pos:R:3
Ti 17.876 25.446 -5.821
B 17.714 26.332 -3.527
H 17.706 25.184 -3.483
H 18.653 26.666 -4.092
H 16.758 26.637 -4.095
H 17.690 26.881 -2.506
C 14.724 27.969 -8.559
C 16.005 27.616 -7.810
C 16.125 28.424 -6.525
O 16.110 29.790 -6.882
C 15.916 30.680 -5.813
N 16.174 26.199 -7.516
H 13.859 27.789 -7.909
H 14.500 27.337 -9.425
H 14.733 28.996 -8.915
H 16.859 27.877 -8.442
H 17.068 28.211 -6.006
H 15.294 28.234 -5.829
H 16.649 30.513 -5.018
H 14.905 30.558 -5.407
H 16.005 31.693 -6.196
H 15.489 25.844 -6.853
H 16.054 25.613 -8.334
C 14.656 21.657 -5.148
C 15.855 22.330 -5.838
C 15.750 22.278 -7.348
O 15.653 20.946 -7.776
C 15.397 20.869 -9.154
N 16.022 23.699 -5.369
H 14.635 21.775 -4.068
H 14.589 20.602 -5.422
H 13.745 22.114 -5.558
H 16.697 21.699 -5.534
H 16.606 22.775 -7.820
H 14.866 22.857 -7.665
H 14.433 21.324 -9.399
H 15.359 19.833 -9.485
H 16.200 21.346 -9.727
H 15.143 24.194 -5.521
H 16.122 23.755 -4.358
C 21.910 23.613 -5.791
C 20.687 24.554 -5.848
C 20.950 25.788 -6.675
O 19.735 26.521 -6.818
C 19.899 27.696 -7.575
N 19.560 23.767 -6.438
H 22.745 24.081 -5.265
H 22.198 23.220 -6.769
H 21.660 22.712 -5.223
H 20.410 24.812 -4.821
H 21.323 25.498 -7.668
H 21.707 26.433 -6.217
H 20.734 28.278 -7.177
H 18.977 28.273 -7.594
H 20.090 27.470 -8.632
H 19.722 22.827 -6.084
H 19.878 23.627 -7.403
```

Summary:
Strongest force on any atom in eV/Å: 2.3
Relative energy (zero: lowest compared OMol25 entry of this formula, charge and spin) in eV: 0.0000
M in u: 330.1
Multiplicity: 4
Gap between HOMO and LUMO (alpha / beta) in Eh: 0.144 / 0.336
<S²>: 3.752
E_HOMO (alpha / beta) in eV: -3.620 / -8.996
Total charge: 0

The molecule's Löwdin atomic charges, reported in e, are given here: number 1, Ti, carries 0.4915; number 2, B, carries -0.4441; number 3, H, carries -0.0627; number 4, H, carries -0.0628; number 5, H, carries -0.0569; number 6, H, carries -0.0346; number 7, C, carries -0.0518; number 8, C, carries -0.4192; number 9, C, carries -0.2168; number 10, O, carries -0.2003; number 11, C, carries -0.1022; number 12, N, carries 0.0025; number 13, H, carries 0.0841; number 14, H, carries 0.0732; number 15, H, carries 0.0775; number 16, H, carries 0.1326; number 17, H, carries 0.1049; number 18, H, carries 0.1342; number 19, H, carries 0.0935; number 20, H, carries 0.0895; number 21, H, carries 0.0859; number 22, H, carries 0.0616; number 23, H, carries 0.0810; number 24, C, carries -0.0533; number 25, C, carries -0.4212; number 26, C, carries -0.2353; number 27, O, carries -0.1759; number 28, C, carries -0.1147; number 29, N, carries 0.0137; number 30, H, carries 0.0768; number 31, H, carries 0.0763; number 32, H, carries 0.0818; number 33, H, carries 0.1427; number 34, H, carries 0.1140; number 35, H, carries 0.1278; number 36, H, carries 0.0893; number 37, H, carries 0.0876; number 38, H, carries 0.0879; number 39, H, carries 0.0825; number 40, H, carries 0.0785; number 41, C, carries -0.0564; number 42, C, carries -0.4115; number 43, C, carries -0.1846; number 44, O, carries -0.2883; number 45, C, carries -0.0762; number 46, N, carries 0.0005; number 47, H, carries 0.0829; number 48, H, carries 0.0822; number 49, H, carries 0.0779; number 50, H, carries 0.1373; number 51, H, carries 0.1361; number 52, H, carries 0.1383; number 53, H, carries 0.0975; number 54, H, carries 0.0800; number 55, H, carries 0.0975; number 56, H, carries 0.0793; number 57, H, carries 0.0882

---

Entry 3:
C12H37MgO7S6 as an isolated structure. Source: the Open Molecules 2025 dataset; level of theory: ωB97M-V/def2-TZVPD.

Structure (XYZ):
```
63
Properties=species:S:1:pos:R:3
Mg -14.171 12.774 -5.378
O -14.864 12.580 -3.676
H -15.193 12.429 -2.769
C -18.504 13.653 -7.164
S -17.216 13.746 -5.795
O -15.905 13.401 -6.365
C -17.452 15.513 -5.180
H -19.465 13.869 -6.698
H -18.501 12.705 -7.703
H -18.185 14.415 -7.875
H -16.969 15.680 -4.217
H -18.462 15.547 -4.772
H -17.434 16.275 -5.959
C -16.036 9.428 -1.335
S -17.337 9.181 -0.018
O -18.505 10.154 -0.315
C -17.708 7.355 -0.271
H -16.123 10.253 -2.042
H -15.803 8.496 -1.849
H -15.100 9.621 -0.811
H -16.766 6.812 -0.200
H -18.105 7.309 -1.285
H -18.272 6.958 0.574
C -10.705 10.036 -4.999
S -11.360 11.507 -4.003
O -12.315 12.260 -4.936
C -12.488 10.641 -2.899
H -11.484 9.385 -5.396
H -10.183 9.509 -4.199
H -10.096 10.274 -5.871
H -12.052 9.770 -2.410
H -13.510 10.614 -3.276
H -12.600 11.205 -1.973
C -14.293 9.078 -7.936
S -15.409 10.213 -7.041
O -14.524 11.153 -6.238
C -16.271 8.894 -6.057
H -14.841 8.624 -8.761
H -13.780 8.271 -7.413
H -13.457 9.710 -8.235
H -17.294 8.780 -6.416
H -16.083 9.286 -5.057
H -15.612 8.028 -6.007
C -15.230 13.062 1.300
S -16.968 12.414 1.546
O -17.676 13.573 2.275
C -17.563 12.789 -0.197
H -14.721 12.788 0.376
H -14.662 12.527 2.061
H -15.224 14.112 1.592
H -17.109 12.051 -0.858
H -17.278 13.754 -0.615
H -18.645 12.691 -0.107
C -11.517 15.340 -3.938
S -13.329 15.639 -3.890
O -14.066 14.753 -4.844
C -13.437 15.019 -2.209
H -11.046 16.015 -3.224
H -11.190 15.474 -4.969
H -11.222 14.335 -3.636
H -14.443 15.285 -1.885
H -12.828 15.420 -1.398
H -13.400 13.953 -1.982
```

Summary:
Strongest force on any atom in eV/Å: 4.3
M in u: 510.1
Multiplicity: 2
Gap between HOMO and LUMO (alpha / beta) in Eh: 0.286 / 0.094
<S²>: 0.755
E_HOMO (alpha / beta) in eV: -12.757 / -12.755
Total charge: +2

The molecule's Löwdin atomic charges, reported in e, are given here: number 1, Mg, carries 0.5033; number 2, O, carries 0.0206; number 3, H, carries 0.0830; number 4, C, carries -0.1742; number 5, S, carries 0.8889; number 6, O, carries -0.5907; number 7, C, carries -0.1927; number 8, H, carries 0.0630; number 9, H, carries 0.0573; number 10, H, carries 0.0596; number 11, H, carries 0.0453; number 12, H, carries 0.0568; number 13, H, carries 0.0689; number 14, C, carries -0.2619; number 15, S, carries 0.8598; number 16, O, carries -0.5737; number 17, C, carries -0.2161; number 18, H, carries 0.0194; number 19, H, carries 0.0377; number 20, H, carries 0.0311; number 21, H, carries 0.0493; number 22, H, carries 0.0532; number 23, H, carries 0.0596; number 24, C, carries -0.1674; number 25, S, carries 0.9909; number 26, O, carries -0.5994; number 27, C, carries -0.2413; number 28, H, carries 0.0558; number 29, H, carries 0.0555; number 30, H, carries 0.0698; number 31, H, carries 0.0787; number 32, H, carries 0.0414; number 33, H, carries 0.0511; number 34, C, carries -0.2203; number 35, S, carries 0.9798; number 36, O, carries -0.5864; number 37, C, carries -0.1773; number 38, H, carries 0.0737; number 39, H, carries 0.0634; number 40, H, carries 0.0588; number 41, H, carries 0.0732; number 42, H, carries 0.0405; number 43, H, carries 0.0548; number 44, C, carries -0.2533; number 45, S, carries 0.8758; number 46, O, carries -0.5601; number 47, C, carries -0.2626; number 48, H, carries 0.0150; number 49, H, carries 0.0335; number 50, H, carries 0.0559; number 51, H, carries -0.0130; number 52, H, carries 0.0464; number 53, H, carries 0.0521; number 54, C, carries -0.2079; number 55, S, carries 0.9998; number 56, O, carries -0.5344; number 57, C, carries -0.2527; number 58, H, carries 0.0760; number 59, H, carries 0.0710; number 60, H, carries 0.0268; number 61, H, carries 0.0542; number 62, H, carries 0.0875; number 63, H, carries 0.0473

---

Entry 4:
A 6-piece molecular cluster, C12H37O6S overall. Source: the Open Molecules 2025 dataset; level of theory: ωB97M-V/def2-TZVPD.

Structure (XYZ):
```
56
Properties=species:S:1:pos:R:3
C -1.419 -0.330 -5.014
C -0.966 -0.142 -3.556
S 0.759 0.432 -3.533
C 1.360 0.026 -1.870
C 0.497 0.653 -0.756
C -0.195 -0.390 0.119
C -0.576 0.106 1.501
O 0.537 0.282 2.351
C 1.062 1.620 2.388
H -1.426 -1.374 -5.292
H -2.386 0.138 -5.124
H -0.712 0.156 -5.674
H -1.566 0.619 -3.074
H -1.031 -1.044 -2.963
H 0.744 1.788 -3.506
H 2.353 0.448 -1.841
H 1.420 -1.051 -1.794
H -0.260 1.308 -1.173
H 1.153 1.287 -0.180
H 0.467 -1.244 0.232
H -1.118 -0.719 -0.350
H -1.188 -0.679 1.940
H -1.211 0.989 1.448
H 2.074 1.610 1.999
H 0.474 2.286 1.761
H 1.063 2.011 3.396
C 3.198 3.201 -2.065
O 1.907 3.230 -2.694
H 3.870 2.648 -2.716
H 3.583 4.211 -1.936
H 3.148 2.704 -1.093
H 1.317 3.735 -2.123
C 2.487 -1.036 5.403
O 2.490 0.045 4.469
H 3.417 -1.011 5.963
H 1.651 -0.942 6.099
H 2.414 -1.989 4.882
H 1.651 -0.006 3.993
C -3.412 2.422 -7.445
O -3.948 1.349 -6.670
H -2.826 3.049 -6.778
H -2.765 2.046 -8.241
H -4.210 3.024 -7.882
H -4.472 0.797 -7.261
C 1.000 -4.394 4.560
O 1.334 -3.983 5.881
H 1.102 -3.522 3.915
H 1.678 -5.175 4.207
H -0.030 -4.754 4.509
H 1.257 -4.747 6.462
C -2.945 -1.448 4.260
O -2.085 -2.494 3.816
H -3.969 -1.788 4.129
H -2.778 -1.224 5.316
H -2.797 -0.538 3.670
H -1.176 -2.197 3.936
```

Summary:
Strongest force on any atom in eV/Å: 1.4
Relative energy (zero: lowest compared OMol25 entry of this formula, charge and spin) in eV: 0.0000
M in u: 309.5
Multiplicity: 1
Gap between HOMO and LUMO in Eh: 0.330
E_HOMO in eV: -11.689
Total charge: +1

The molecule's Löwdin atomic charges, reported in e, are given here: number 1, C, carries -0.1115; number 2, C, carries -0.3975; number 3, S, carries 1.1429; number 4, C, carries -0.3441; number 5, C, carries -0.2283; number 6, C, carries -0.1581; number 7, C, carries -0.2256; number 8, O, carries -0.1909; number 9, C, carries -0.0832; number 10, H, carries 0.0856; number 11, H, carries 0.0627; number 12, H, carries 0.0625; number 13, H, carries 0.0894; number 14, H, carries 0.0945; number 15, H, carries 0.0151; number 16, H, carries 0.0754; number 17, H, carries 0.0998; number 18, H, carries 0.1039; number 19, H, carries 0.0867; number 20, H, carries 0.1246; number 21, H, carries 0.1182; number 22, H, carries 0.1056; number 23, H, carries 0.1311; number 24, H, carries 0.0906; number 25, H, carries 0.0842; number 26, H, carries 0.0938; number 27, C, carries -0.1126; number 28, O, carries -0.1698; number 29, H, carries 0.0898; number 30, H, carries 0.0913; number 31, H, carries 0.0743; number 32, H, carries 0.0935; number 33, C, carries -0.1348; number 34, O, carries -0.1360; number 35, H, carries 0.0839; number 36, H, carries 0.0830; number 37, H, carries 0.0497; number 38, H, carries 0.0218; number 39, C, carries -0.1492; number 40, O, carries -0.1408; number 41, H, carries 0.0736; number 42, H, carries 0.0778; number 43, H, carries 0.0801; number 44, H, carries 0.0810; number 45, C, carries -0.1586; number 46, O, carries -0.1294; number 47, H, carries 0.0597; number 48, H, carries 0.0810; number 49, H, carries 0.0786; number 50, H, carries 0.0822; number 51, C, carries -0.1490; number 52, O, carries -0.1309; number 53, H, carries 0.0815; number 54, H, carries 0.0827; number 55, H, carries 0.0625; number 56, H, carries 0.0557